Entry from OMol25: a molecular structure, C37H30GaNO2PTe at a distorted geometry (the ωB97M-V functional and the def2-TZVPD basis).

As for the total charge: -1. For the calculated total energy, the calculation gives -113403.5218 eV. As for the energy above the lowest of the compared OMol25 structures with the same formula, charge and spin: 0.0 kcal per mole. The calculation puts the LUMO energy at 2.432 eV. The highest occupied orbital energy comes out at -3.560 eV.

Atoms and positions in Å:
Ga 1.521 2.583 -1.783
C -2.792 -0.718 -4.337
C -1.545 -0.575 -4.890
C -0.424 -0.307 -4.136
C -0.538 -0.266 -2.757
C -1.792 -0.457 -2.200
C -2.959 -0.636 -2.957
P 0.816 0.179 -1.697
C 0.828 -0.841 -0.186
C 0.420 -2.178 -0.123
C 0.609 -2.914 1.033
C 1.188 -2.333 2.167
C 1.554 -1.016 2.133
C 1.419 -0.292 0.963
C 2.376 -0.476 -2.374
C 2.539 -1.741 -2.852
C 3.807 -2.239 -3.250
C 4.898 -1.473 -3.042
C 4.740 -0.120 -2.575
C 5.895 0.635 -2.232
C 5.786 1.900 -1.704
C 4.499 2.439 -1.494
C 3.377 1.733 -1.751
C 3.479 0.415 -2.223
H -3.635 -0.907 -5.019
H -1.421 -0.648 -5.970
H 0.513 -0.241 -4.654
H -1.828 -0.403 -1.130
H -3.919 -0.716 -2.521
H -0.036 -2.670 -0.976
H 0.353 -3.951 1.139
H 1.186 -2.830 3.097
H 2.020 -0.595 3.038
H 1.855 0.688 0.885
H 1.698 -2.497 -2.921
H 3.930 -3.252 -3.660
H 5.901 -1.793 -3.232
H 6.900 0.303 -2.474
H 6.654 2.497 -1.525
H 4.445 3.476 -1.175
Te 0.260 3.486 -3.681
C -3.596 -2.933 3.066
C -2.693 -1.861 3.639
C -2.394 -1.851 4.982
C -1.576 -0.869 5.535
C -1.092 0.145 4.721
C -1.478 0.256 3.397
N -0.992 1.317 2.621
C -1.637 2.124 1.728
C -3.023 2.154 1.606
C -3.615 2.991 0.655
C -2.838 3.752 -0.216
C -1.435 3.698 -0.043
C -0.819 2.869 0.892
C 0.660 2.979 1.117
O 1.168 2.925 2.218
O 1.404 3.141 0.073
C -2.198 -0.803 2.810
C -2.404 -0.910 1.320
H -3.947 -3.579 3.887
H -3.029 -3.600 2.376
H -4.464 -2.543 2.547
H -2.901 -2.591 5.583
H -1.388 -0.917 6.577
H -0.406 0.874 5.115
H -0.093 1.631 2.932
H -3.633 1.560 2.292
H -4.660 2.966 0.564
H -3.283 4.404 -0.987
H -0.799 4.222 -0.759
H -3.431 -0.692 1.000
H -2.195 -1.906 0.987
H -1.787 -0.201 0.812


Entry from OMol25: a molecular structure, C37H31BrNO6Se2SnTe2 (the ωB97M-V functional and the def2-TZVPD basis).

As for the total charge: -1. For the calculated total energy, the calculation gives -273804.7129 eV. The calculation puts the LUMO energy at 1.834 eV. The highest occupied orbital energy comes out at -4.256 eV.

Atoms and positions in Å:
Sn 0.274 -1.452 0.677
Se -3.533 -0.853 1.118
Te -2.735 0.772 -0.426
Te -0.701 -0.366 -1.907
Se -2.263 -1.658 -3.288
C 2.238 5.199 3.029
C 1.917 4.574 1.675
C 2.609 5.293 0.542
O 2.271 3.217 1.652
C 1.188 2.503 2.249
C -0.052 3.327 1.768
O 0.511 4.598 1.454
C -1.038 2.994 0.599
O -1.474 1.664 0.835
C -0.439 3.104 -0.804
C -1.254 3.406 -1.896
C -0.762 3.375 -3.194
C 0.567 3.053 -3.425
C 1.386 2.748 -2.347
C 0.886 2.762 -1.054
C -2.210 3.966 0.824
C -3.305 3.545 1.575
C -4.357 4.412 1.848
C -4.321 5.719 1.386
C -3.217 6.156 0.663
C -2.170 5.289 0.388
C 1.474 0.965 2.145
O 1.192 0.402 0.903
C 2.997 0.881 2.410
C 3.545 1.138 3.664
C 4.918 1.098 3.858
C 5.766 0.799 2.796
C 5.224 0.546 1.545
C 3.847 0.592 1.357
C 0.725 0.231 3.278
C -0.500 0.662 3.776
C -1.194 -0.088 4.717
C -0.670 -1.285 5.179
C 0.553 -1.728 4.692
C 1.243 -0.977 3.752
H 3.315 5.173 3.198
H 1.745 4.656 3.836
H 1.892 6.233 3.048
H 3.688 5.287 0.704
H 2.257 6.325 0.504
H 2.381 4.804 -0.403
H 1.225 2.683 3.330
H -0.697 3.446 2.640
H -2.295 3.661 -1.747
H -1.424 3.597 -4.022
H 0.954 3.021 -4.436
H 2.420 2.470 -2.511
H 1.538 2.483 -0.239
H -3.339 2.527 1.948
H -5.203 4.059 2.425
H -5.142 6.396 1.590
H -3.172 7.178 0.306
H -1.304 5.643 -0.156
H 2.891 1.348 4.504
H 5.328 1.295 4.842
H 6.838 0.761 2.947
H 5.873 0.312 0.707
H 3.413 0.412 0.384
H -0.947 1.573 3.407
H -2.158 0.256 5.071
H -1.219 -1.877 5.901
H 0.974 -2.663 5.039
H 2.190 -1.341 3.370
Br 7.631 -4.842 0.100
C 6.390 -3.550 -0.521
C 6.767 -2.672 -1.523
N 5.941 -1.746 -2.007
C 4.709 -1.689 -1.502
C 4.260 -2.521 -0.484
C 5.124 -3.475 0.024
C 2.879 -2.360 0.094
O 2.683 -2.662 1.274
O 1.985 -1.892 -0.698
H 7.765 -2.715 -1.944
H 4.038 -0.944 -1.915
H 4.809 -4.121 0.833


Entry from OMol25: 2 unconnected molecules or ions with the total composition C37H31F4Si at a distorted geometry (the ωB97M-V functional and the def2-TZVPD basis).

As for the total charge: +1. For the calculated total energy, the calculation gives -57611.4096 eV. The calculation puts the LUMO energy at -6.314 eV. The highest occupied orbital energy comes out at -10.829 eV.

Atoms and positions in Å:
C -0.604 -0.029 -0.137
C 0.142 -0.999 0.718
C -0.521 -1.610 1.730
C 1.627 -1.251 0.507
Si 2.332 -1.193 -1.230
C 1.079 -1.821 -2.454
C 0.373 -0.969 -3.317
C -0.682 -1.478 -4.087
C -0.988 -2.842 -4.052
C -0.235 -3.705 -3.248
C 0.796 -3.194 -2.448
C 2.858 0.542 -1.665
C 3.688 0.727 -2.783
C 4.016 2.017 -3.215
C 3.526 3.131 -2.523
C 2.758 2.948 -1.366
C 2.453 1.658 -0.915
C 3.823 -2.288 -1.492
C 4.049 -2.890 -2.741
C 5.223 -3.619 -2.979
C 6.173 -3.762 -1.963
C 5.943 -3.179 -0.711
C 4.776 -2.441 -0.474
H -0.215 0.992 -0.019
H -0.576 -0.274 -1.207
H -1.659 -0.023 0.170
H 0.054 -2.225 2.426
H -1.597 -1.780 1.666
H 2.221 -0.539 1.109
H 1.897 -2.255 0.877
H 0.635 0.093 -3.374
H -1.262 -0.798 -4.712
H -1.814 -3.233 -4.647
H -0.442 -4.776 -3.234
H 1.382 -3.871 -1.818
H 4.083 -0.140 -3.318
H 4.649 2.148 -4.094
H 3.753 4.139 -2.877
H 2.389 3.810 -0.806
H 1.900 1.522 0.018
H 3.310 -2.796 -3.542
H 5.389 -4.067 -3.959
H 7.091 -4.324 -2.147
H 6.678 -3.292 0.088
H 4.603 -1.974 0.499
F 0.503 4.624 3.277
C 0.367 3.264 3.443
C 1.463 2.556 3.933
C 1.262 1.191 4.153
F 2.333 0.436 4.580
C 0.061 0.551 3.910
C -1.002 1.257 3.282
C -2.178 0.564 2.851
C -3.337 1.245 2.460
C -4.565 0.643 2.188
C -5.784 1.343 1.907
C -7.016 0.632 1.772
C -8.195 1.328 1.554
F -9.375 0.624 1.440
C -8.253 2.722 1.447
C -7.039 3.399 1.563
F -7.056 4.773 1.464
C -5.823 2.762 1.778
C -0.842 2.667 3.107
H 2.409 3.035 4.157
H -0.064 -0.507 4.133
H -2.252 -0.505 3.048
H -3.305 2.335 2.401
H -4.621 -0.450 2.219
H -7.018 -0.455 1.853
H -9.190 3.245 1.273
H -4.912 3.349 1.850
H -1.645 3.283 2.703


- Which formula does entry 2 have?
  C37H31BrNO6Se2SnTe2


- Which of these has the highest LUMO energy?
  C37H30GaNO2PTe


- Look up the total charge of the third one.
  +1


- Which of these has the lowest LUMO energy?
  C37H31F4Si